No. 1
DFT (ωB97M-V with the def2-TZVPD basis set) results for 19 unconnected molecules or ions with the total composition C14H56F9NO21S.

Each line ends with the Mulliken charge.
Element x y z (Å)
S  1.174  5.454  0.176  1.480
F  -0.054  -2.468  3.520  -0.295
F  -3.301  -0.362  2.406  -0.263
F  -1.386  1.562  2.647  -0.185
F  0.425  -0.389  3.311  -0.189
F  -0.239  -1.298  0.945  -0.129
F  -2.989  1.930  1.195  -0.396
F  -1.435  -0.977  4.231  -0.216
F  -2.799  -0.616  0.297  -0.260
F  -1.852  -2.519  1.786  -0.350
O  -2.595  -5.973  -5.523  -0.552
O  0.365  6.135  -0.796  -0.765
O  3.562  2.012  -2.372  -0.569
O  -4.333  -5.125  -3.510  -0.651
O  -0.232  4.411  7.631  -0.616
O  1.943  6.253  1.092  -0.637
O  -0.616  -2.732  -1.926  -0.576
O  -2.332  -4.223  -8.421  -0.654
O  -0.187  -8.380  -6.999  -0.632
O  -0.098  -4.512  -4.339  -0.527
O  -3.559  -2.415  -2.771  -0.635
O  -1.973  0.149  -3.078  -0.589
O  2.120  4.478  -0.618  -0.375
O  6.130  2.799  3.758  -0.558
O  -7.067  -4.671  -4.305  -0.640
O  6.868  1.365  0.741  -0.589
O  1.469  -4.482  1.742  -0.602
O  0.119  -5.587  -6.930  -0.612
O  1.020  0.302  -3.690  -0.592
O  -0.147  1.556  5.964  -0.552
O  -4.061  -1.043  5.613  -0.648
N  -0.250  4.306  4.494  -0.438
C  0.926  3.038  1.515  1.148
C  -1.231  -1.321  1.857  0.817
C  3.020  3.663  0.194  -1.142
C  3.796  1.006  1.314  -1.098
C  -0.841  1.510  0.283  -1.849
C  -1.834  1.222  1.407  1.260
C  -0.648  5.019  2.135  -1.328
C  3.252  2.116  2.212  -0.597
C  0.088  5.296  3.453  -0.500
C  0.608  1.756  0.712  -1.250
C  2.453  3.271  1.551  0.061
C  -2.304  -0.253  1.509  0.014
C  -0.563  -1.262  3.267  0.359
C  0.133  4.276  1.037  -0.231
H  0.415  3.735  7.857  0.292
H  3.937  4.245  0.338  0.256
H  -0.153  -4.137  -3.447  0.287
H  7.399  2.151  0.583  0.287
H  6.446  2.469  4.605  0.259
H  4.419  1.377  0.500  0.289
H  -0.972  4.261  8.228  0.308
H  0.932  0.903  1.310  0.047
H  -1.547  -4.601  -8.012  0.287
H  0.482  3.625  4.636  0.049
H  -4.470  -0.843  4.765  0.317
H  7.151  1.051  1.606  0.301
H  -1.257  2.308  -0.334  0.869
H  1.217  1.726  -0.199  0.513
H  -7.382  -4.917  -3.429  0.323
H  -0.850  0.629  -0.366  0.584
H  3.834  1.419  -3.078  0.253
H  2.592  4.125  2.221  0.462
H  -0.671  -2.622  -0.973  0.200
H  -3.981  -3.286  -2.869  0.271
H  4.447  0.362  1.912  0.463
H  6.663  3.583  3.590  0.284
H  1.167  5.336  3.295  0.211
H  -0.575  4.027  0.246  0.339
H  -4.174  -1.922  -2.217  0.313
H  -0.113  0.632  5.700  0.252
H  -0.122  -7.514  -7.423  0.338
H  4.078  2.568  2.768  0.406
H  -1.573  4.475  2.347  0.420
H  1.558  -0.471  -3.493  0.308
H  3.268  2.815  -0.437  0.479
H  0.515  -8.909  -7.384  0.294
H  0.864  -4.065  2.362  0.304
H  -0.448  4.749  5.379  0.277
H  -2.827  -4.981  -8.747  0.333
H  1.105  -5.358  1.587  0.321
H  -1.487  -2.457  -2.251  0.351
H  -0.952  5.979  1.700  0.580
H  0.274  -5.906  -6.027  0.367
H  -2.553  -5.118  -5.964  0.320
H  2.580  1.679  2.963  0.088
H  3.017  0.368  0.889  0.058
H  -2.390  -0.712  -3.209  0.342
H  -3.531  -5.601  -3.762  0.306
H  -1.897  -6.500  -5.924  0.255
H  -0.786  1.585  6.682  0.298
H  0.212  0.168  -3.176  0.305
H  -0.551  -3.855  -4.877  0.280
H  -4.994  -5.381  -4.162  0.317
H  0.826  -4.948  -7.074  0.261
H  0.657  2.857  2.560  0.486
H  -0.246  6.268  3.821  0.474
H  -7.373  -3.768  -4.433  0.314
H  -3.130  -1.158  5.409  0.390
H  2.988  2.654  -2.806  0.283
H  -2.584  0.622  -2.505  0.283

Calculated values
LUMO = 0.067 eV
Net charge = 0
HOMO-LUMO gap = 8.69 eV
HOMO energy = -0.317 Eh
Spin multiplicity = 1
Energy = -95208.296 eV

=====

No. 2
DFT (ωB97M-V with the def2-TZVPD basis set) results for 14 unconnected molecules or ions with the total composition C14H56N28O14.

Each line ends with the Mulliken charge.
Element x y z (Å)
O  1.478  5.719  0.726  -0.780
O  -2.519  3.178  -0.033  -0.390
O  -2.530  2.654  5.339  -0.804
O  5.272  -2.080  -1.507  -0.752
O  -1.226  -1.183  -0.653  -0.751
O  -5.350  -2.516  -2.576  -0.796
O  0.263  3.198  3.330  -0.663
O  2.672  -4.148  2.521  -0.287
O  -0.965  -3.026  -3.085  -0.783
O  -0.130  -6.416  0.567  -0.653
O  -5.326  1.556  1.558  -0.823
O  2.709  1.775  0.694  -0.120
O  3.657  1.782  -3.285  -0.805
O  2.983  -5.008  -2.231  -0.779
N  5.066  -0.534  -3.098  -0.334
N  0.714  -4.146  3.629  -0.261
N  1.895  2.735  -2.233  0.188
N  4.049  3.438  1.389  -0.307
N  0.061  1.818  5.062  0.109
N  -0.645  0.747  0.365  0.928
N  1.395  -2.317  2.844  1.450
N  -2.305  -6.220  0.323  -0.354
N  0.957  -2.075  -3.482  -0.241
N  -4.286  1.764  4.260  -0.191
N  -3.337  -2.347  -1.766  0.227
N  1.499  1.272  3.473  0.473
N  -2.761  2.927  3.187  -0.061
N  -1.050  -4.591  -0.310  0.107
N  -3.870  -0.077  1.206  -0.412
N  2.251  3.234  -4.328  -0.374
N  0.166  5.624  -1.011  -0.397
N  0.372  -3.867  -4.645  -0.414
N  -3.064  5.251  0.398  -0.335
N  0.850  -0.547  -0.008  1.501
N  1.589  -3.862  -0.809  0.073
N  4.838  1.466  1.226  -0.389
N  -0.126  4.241  0.676  0.619
N  3.205  -4.947  -0.046  -0.139
N  -3.571  -2.277  -3.845  -0.233
N  -3.478  4.399  -1.519  -0.464
N  4.044  -0.186  -1.308  0.044
N  -5.234  0.305  -0.414  -0.324
C  2.627  -4.626  -1.136  0.544
C  -4.839  0.648  0.792  0.767
C  3.753  2.263  1.067  -0.220
C  -3.190  2.426  4.312  0.232
C  -4.153  -2.353  -2.712  0.396
C  0.080  -2.958  -3.757  0.719
C  -3.012  4.195  -0.372  0.327
C  1.705  -3.590  2.983  -1.036
C  0.494  5.215  0.181  0.557
C  0.587  2.107  3.938  -1.349
C  2.698  2.598  -3.262  0.480
C  -0.434  -0.365  -0.222  0.068
C  4.831  -1.019  -1.943  0.552
C  -1.090  -5.794  0.198  0.450
H  1.363  3.716  -4.323  0.156
H  1.852  -2.056  -3.950  0.113
H  0.953  -4.980  4.147  0.208
H  3.989  -5.583  -0.015  0.233
H  -4.804  1.609  3.407  0.314
H  -3.649  5.939  -0.055  0.134
H  -0.402  5.002  -1.567  0.115
H  1.399  0.252  0.277  -0.272
H  1.268  -3.321  -1.600  -0.385
H  1.041  3.130  -2.600  -0.027
H  0.433  1.040  5.589  0.361
H  -4.653  1.436  5.142  0.193
H  0.124  -3.434  4.035  0.500
H  -4.574  -0.357  -0.799  0.037
H  1.963  1.303  2.576  -0.231
H  4.728  0.393  -3.315  0.346
H  1.655  0.520  4.129  0.267
H  3.165  3.912  1.509  0.210
H  0.837  -1.376  -2.763  -0.110
H  -3.715  -0.988  0.797  0.150
H  -2.435  -7.123  0.758  0.239
H  2.035  2.535  -1.253  -0.215
H  -1.787  3.173  3.299  0.176
H  -3.094  2.684  2.266  0.101
H  2.784  3.334  -5.179  0.250
H  0.738  -1.789  3.400  -0.428
H  -1.499  1.284  0.410  -0.124
H  -0.218  -4.677  -4.769  0.245
H  4.744  0.462  1.170  0.172
H  2.865  -4.707  0.874  0.165
H  -3.095  -5.692  -0.017  0.164
H  -0.034  0.750  1.170  -0.393
H  -3.792  -2.258  -4.831  0.174
H  -3.701  -2.696  -0.891  0.247
H  -2.332  -2.335  -1.858  0.316
H  -0.789  2.233  5.414  0.327
H  3.656  0.657  -1.707  0.293
H  -1.779  -3.892  -0.295  0.332
H  1.223  -3.746  -5.174  0.161
H  1.668  -3.469  0.118  -0.223
H  5.590  1.977  1.665  0.177
H  -3.484  3.611  -2.151  0.284
H  4.947  3.871  1.548  0.189
H  0.156  3.974  1.609  0.089
H  1.864  -1.808  2.109  -0.396
H  -3.241  0.225  1.935  0.141
H  -2.576  5.255  1.282  0.243
H  0.791  6.234  -1.519  0.284
H  -0.734  3.706  0.073  -0.234
H  -2.606  -2.343  -3.557  0.194
H  1.365  -1.381  -0.252  -0.448
H  -3.767  5.304  -1.861  0.154
H  5.822  -0.877  -3.672  0.217
H  -0.175  -4.096  -0.397  0.104
H  3.858  -0.463  -0.355  -0.307
H  -6.207  0.464  -0.632  0.226

Calculated values
LUMO (spin up / spin down) = 1.405 / 1.297 eV
Net charge = -1
HOMO-LUMO gap (spin up / spin down) = 1.69 / 8.01 eV
Energy relative to the best compared isomer or geometry (same formula, charge and spin) = 1.4753 eV
HOMO energy (spin up / spin down) = -0.011 / -0.247 Eh
Spin multiplicity = 2
Energy = -85822.468 eV

=====

No. 3
DFT (ωB97M-V with the def2-TZVPD basis set) results for 14 unconnected molecules or ions with the total composition C14H56O14.

Each line ends with the Mulliken charge.
Element x y z (Å)
O  -1.998  1.862  3.867  -0.449
O  -1.231  2.599  -1.648  -0.185
O  0.421  0.537  -3.389  -0.250
O  2.084  4.835  -0.340  -0.553
O  3.687  -0.452  0.535  -0.511
O  3.498  1.747  2.203  -0.616
O  -4.215  -1.090  -2.887  -0.591
O  2.465  -3.542  -1.485  -0.383
O  -2.397  1.880  0.828  0.135
O  -4.480  -0.929  2.949  -0.554
O  -0.331  -0.268  1.376  0.464
O  0.384  -2.157  -2.889  -0.498
O  2.621  -3.024  1.209  -0.607
O  0.604  -2.382  2.922  -0.713
C  -3.365  -0.304  -2.078  0.547
C  -0.755  -2.909  -3.292  -0.693
C  -1.987  3.765  -1.945  -1.130
C  -2.952  2.685  4.505  -0.688
C  0.871  -1.625  4.106  -0.748
C  0.089  -0.362  0.023  0.866
C  -3.738  2.332  0.972  -0.722
C  2.934  -4.787  -1.933  -0.863
C  -3.625  -1.406  1.912  0.007
C  3.557  -0.144  -0.841  -0.342
C  3.666  -3.871  1.708  -0.779
C  2.092  1.972  2.162  -0.017
C  1.637  4.119  -1.487  -0.248
C  1.482  1.025  -4.169  -0.609
H  -5.322  -0.648  2.586  0.298
H  -1.495  -2.990  -2.489  0.317
H  -3.354  -0.506  1.353  -0.226
H  3.277  -4.880  1.864  0.275
H  4.407  -3.887  0.911  0.265
H  -1.222  -2.543  -4.202  0.261
H  -0.417  -3.939  -3.448  0.287
H  1.005  -0.948  -0.041  -0.701
H  1.958  -2.846  1.929  0.323
H  1.530  2.110  -4.084  0.196
H  -4.118  2.080  1.962  0.256
H  2.256  4.347  -2.359  0.365
H  -4.391  1.771  0.294  0.280
H  -1.580  4.414  -2.725  0.387
H  3.272  -1.321  0.690  0.300
H  3.021  4.697  -0.181  0.296
H  4.274  0.617  -1.137  0.428
H  -3.675  -0.406  -1.040  -0.120
H  -2.523  3.127  5.401  0.257
H  0.645  4.542  -1.633  0.048
H  -3.805  2.063  4.807  0.289
H  -0.732  -0.863  -0.501  0.078
H  0.530  -0.388  -3.138  0.328
H  -3.398  0.761  -2.344  0.089
H  0.261  0.606  -0.455  -0.247
H  1.701  -0.921  4.016  0.241
H  -2.784  -1.959  2.318  0.159
H  -2.335  1.636  2.992  0.164
H  -0.758  2.342  -2.446  0.135
H  3.012  -4.792  -3.021  0.276
H  -0.057  -1.126  4.384  0.295
H  1.739  1.785  1.143  -0.205
H  -2.309  -0.571  -2.190  -0.279
H  1.574  3.039  -1.339  0.035
H  -2.981  3.465  -2.290  0.371
H  -3.788  -1.223  -3.738  0.334
H  -4.109  -2.082  1.200  0.359
H  2.361  -3.520  -0.513  0.305
H  0.322  -1.707  2.265  0.395
H  2.561  0.255  -1.079  -0.069
H  2.446  0.587  -3.900  0.250
H  1.632  1.247  2.839  0.077
H  2.260  -5.606  -1.665  0.332
H  -3.348  3.490  3.876  0.276
H  0.856  -2.693  -2.245  0.270
H  -3.817  3.402  0.778  0.256
H  -2.088  2.140  -0.053  -0.090
H  -1.016  0.404  1.512  -0.210
H  4.081  -3.503  2.645  0.317
H  3.943  -5.073  -1.620  0.316
H  3.587  -1.013  -1.505  0.265
H  1.782  2.973  2.452  0.359
H  -2.077  4.429  -1.085  0.352
H  1.182  -2.276  4.923  0.341
H  1.325  0.841  -5.240  0.289
H  3.683  0.951  1.673  0.489

Calculated values
LUMO = 0.461 eV
Net charge = 0
HOMO-LUMO gap = 9.59 eV
Energy relative to the best compared isomer or geometry (same formula, charge and spin) = 0.3510 eV
HOMO energy = -0.335 Eh
Spin multiplicity = 1
Energy = -44086.237 eV

=====

No. 4
DFT (ωB97M-V with the def2-TZVPD basis set) results for a molecular structure, C14H6Br2ClF5O2Re.

Each line ends with the natural charge from an NBO analysis.
Element x y z (Å)
Re  1.494  0.327  0.943  1.413
Br  1.881  0.490  3.598  0.272
Br  3.941  0.208  1.334  0.357
Cl  -5.809  -0.764  0.943  0.129
F  0.596  -1.970  -1.282  -0.285
F  2.164  2.588  -3.816  -0.244
F  1.224  0.479  -5.257  -0.226
F  0.464  -1.815  -4.008  -0.253
F  2.317  2.336  -1.027  -0.298
O  -0.034  1.741  0.956  -0.601
O  -0.010  -0.956  1.112  -0.607
C  1.876  1.344  -1.828  0.335
C  1.316  0.387  -3.955  0.376
C  1.450  0.203  -1.141  -0.434
C  1.807  1.478  -3.205  0.283
C  -3.425  -2.031  1.005  -0.116
C  -1.271  1.610  1.000  0.461
C  -4.117  -0.796  0.979  -0.071
C  3.783  0.354  3.291  -0.495
C  0.919  -0.797  -3.306  0.318
C  -1.994  0.384  1.003  -0.277
C  -3.395  0.393  0.987  -0.120
C  -1.281  -0.877  1.049  0.376
C  0.989  -0.864  -1.918  0.346
C  -2.060  -2.070  1.049  -0.198
H  -1.528  -3.010  1.076  0.249
H  -1.866  2.533  1.049  0.221
H  4.191  -0.545  3.761  0.286
H  -3.921  1.337  0.977  0.253
H  -3.986  -2.955  0.994  0.265
H  4.285  1.260  3.639  0.285

Calculated values
LUMO (spin up / spin down) = -9.026 / -9.895 eV
Net charge = +2
HOMO-LUMO gap (spin up / spin down) = 5.77 / 4.83 eV
HOMO energy (spin up / spin down) = -0.544 / -0.541 Eh
Spin multiplicity = 4
Energy = -187014.411 eV

=====

Q: Look up the spin multiplicity of the third one.
A: 1

=====

Q: Which of these has the lowest net charge?
A: C14H56N28O14

=====

Q: Which of these has the highest energy?
A: C14H56O14

=====

Q: Which formula does entry 2 have?
A: C14H56N28O14